[1]
ORCA calculation (the ωB97M-V functional and the def2-TZVPD basis) on an isolated molecule of C3H8ClNO2S.

Results
SMILES = CCN(C)S(=O)(=O)Cl
Highest occupied orbital energy = -0.387 hartree
Multiplicity = 1
E_LUMO = 0.271 eV
ΔE to the lowest compared entry with this formula, charge and spin = 67.0 kJ/mol
HOMO-LUMO gap = 10.79 eV

CARTESIAN COORDINATES (ANGSTROEM)
C: -0.6339 0.2230 1.7085
C: -0.4112 -0.4580 0.3630
N: -0.4686 0.4975 -0.7012
C: 0.2063 0.1282 -1.9539
S: -2.1578 0.9808 -1.1832
O: -2.7590 1.5204 -0.0037
O: -2.2914 1.5212 -2.4652
Cl: -3.2368 -0.7784 -1.3862
H: -1.6194 0.7219 1.8461
H: -0.5964 -0.4205 2.6340
H: 0.1332 1.0115 1.9831
H: 0.6597 -0.7669 0.3297
H: -0.9933 -1.3679 0.3367
H: -0.2768 0.7249 -2.7235
H: 1.1462 0.4411 -1.7721
H: -0.1555 -0.8345 -2.2019

Here are the Mulliken charges for atoms 1 to 6, given in e:
1. C -1.06
2. C -0.31
3. N -0.12
4. C -1.08
5. S 1.01
6. O -0.52

[2]
ORCA calculation (the ωB97M-V functional and the def2-TZVPD basis) on a structure of composition C3H8ClO4SV.

Results
Highest occupied orbital energy (spin up / spin down) = -0.476 / -0.476 hartree
Multiplicity = 2
E_LUMO (spin up / spin down) = -10.217 / -9.601 eV
ΔE to the lowest compared entry with this formula, charge and spin = 68.4 kJ/mol
Expectation value of S² = 0.811
Net charge = +1
HOMO-LUMO gap (spin up / spin down) = 2.74 / 3.36 eV

CARTESIAN COORDINATES (ANGSTROEM)
O: 2.2162 -6.4843 -0.9093
V: 1.9408 -5.0540 -0.2901
Cl: 1.6265 -2.6626 0.3680
O: 1.3318 2.6937 0.4446
S: 0.0907 2.2201 1.0584
O: -0.6598 3.2040 1.8833
O: -0.9667 1.7001 -0.1445
C: -0.4913 0.6306 -0.9474
C: -1.4534 0.3660 -2.0199
C: 0.3511 0.7196 2.1589
H: -0.4864 -0.2770 -0.3437
H: 0.5528 0.7919 -1.2153
H: -2.4095 -0.0353 -1.6838
H: -1.1108 -0.3917 -2.7247
H: -1.6824 1.2534 -2.6099
H: -0.6291 0.2640 2.2991
H: 0.8482 1.0921 3.0545
H: 0.9313 -0.0306 1.6216

Here are the Mulliken charges for atoms 1 to 6, given in e:
1. O -0.33
2. V 1.30
3. Cl -0.02
4. O -0.58
5. S 1.09
6. O -0.58

[3]
ORCA calculation (the ωB97M-V functional and the def2-TZVPD basis) on a structure of composition C3H8F8N5O17PbS8.

Results
Highest occupied orbital energy = -0.286 hartree
Multiplicity = 1
E_LUMO = -5.503 eV
Net charge = -1
HOMO-LUMO gap = 2.27 eV

CARTESIAN COORDINATES (ANGSTROEM)
Pb: 23.7835 -14.7923 -0.0545
C: 28.4405 -12.0968 -5.2945
C: 28.2343 -13.0221 -6.4453
O: 27.2229 -13.7196 -6.5767
N: 29.1686 -12.9384 -7.6709
H: 28.6939 -12.9555 -8.5623
H: 29.7426 -12.1203 -7.5250
C: 30.2006 -14.1211 -7.5557
H: 29.4329 -12.2488 -4.8702
H: 27.6330 -12.2599 -4.5808
H: 28.4440 -11.0517 -5.6042
H: 29.6769 -15.0571 -7.3612
H: 30.8476 -13.9492 -6.6955
H: 30.6975 -14.1420 -8.5256
N: 26.0809 -11.1708 2.4014
S: 25.4666 -10.1954 3.3997
O: 25.3885 -8.7474 3.1316
O: 25.5676 -10.6491 4.8302
F: 23.9190 -10.6402 2.9382
S: 27.6768 -10.5057 2.6476
O: 28.1899 -10.3397 3.9897
O: 28.0381 -9.3708 1.7466
F: 28.4695 -11.8019 2.1110
N: 26.8289 -18.1970 -2.1385
S: 28.0877 -18.7719 -2.1132
O: 29.0514 -18.2136 -3.0643
O: 28.2609 -20.1426 -1.6085
F: 28.5291 -18.0111 -0.7304
S: 26.3244 -19.2602 -3.3547
O: 26.0244 -20.6185 -2.8964
O: 26.8542 -19.0698 -4.7305
F: 24.8327 -18.6652 -3.5603
N: 20.9886 -17.6398 2.8436
S: 20.9582 -19.1346 3.1773
O: 20.0918 -19.9046 2.2676
O: 21.1453 -19.5036 4.5854
F: 22.3550 -19.5455 2.4906
S: 19.6038 -17.4167 3.8134
O: 19.9018 -17.0289 5.1899
O: 18.3878 -18.1987 3.5813
F: 19.2877 -16.0030 3.1212
N: 20.4752 -11.9362 -2.4896
S: 20.3086 -10.4829 -2.9545
O: 19.3906 -9.6055 -2.1986
O: 20.3557 -10.2653 -4.3871
F: 21.7586 -9.9271 -2.4606
S: 18.8466 -12.2929 -2.8203
O: 18.4721 -12.3219 -4.2295
O: 17.7808 -11.8714 -1.8809
F: 19.0686 -13.9029 -2.5053

Here are the Mulliken charges for atoms 1 to 6, given in e:
1. Pb 1.65
2. C -1.07
3. C 0.58
4. O -0.43
5. N -0.14
6. H 0.37

[4]
ORCA calculation (the ωB97M-V functional and the def2-TZVPD basis) on a cluster of 2 separate species, C3H8FN2 in total.

Results
Highest occupied orbital energy = -0.505 hartree
Multiplicity = 1
E_LUMO = -4.615 eV
ΔE to the lowest compared entry with this formula, charge and spin = 382.7 kJ/mol
Net charge = +1
HOMO-LUMO gap = 9.11 eV

CARTESIAN COORDINATES (ANGSTROEM)
C: -1.3739 0.6699 -0.1528
C: 1.9440 -0.5555 -0.3169
C: 0.9463 0.3348 0.2972
N: -2.5609 0.1453 -0.2049
N: -0.3561 -0.0427 0.2420
F: 1.0494 1.6719 -0.0400
H: -1.1631 1.7106 -0.5661
H: 2.2015 -0.5114 -1.4397
H: 2.9611 -0.5385 0.1766
H: 1.7346 -1.6217 -0.1231
H: 1.0186 0.0855 2.1386
H: -3.4020 0.5740 -0.5307
H: -2.6815 -0.8193 0.0141
H: -0.3179 -1.1029 0.5057

Here are the Mulliken charges for atoms 1 to 6, given in e:
1. C 0.17
2. C -1.09
3. C 0.23
4. N -0.27
5. N -0.19
6. F -0.25

[5]
ORCA calculation (the ωB97M-V functional and the def2-TZVPD basis) on a cluster of 2 separate species, C3H8FNO in total.

Results
SMILES = CCNF.C=O
Highest occupied orbital energy = -0.364 hartree
Multiplicity = 1
E_LUMO = 1.034 eV
ΔE to the lowest compared entry with this formula, charge and spin = 397.1 kJ/mol
HOMO-LUMO gap = 10.94 eV

CARTESIAN COORDINATES (ANGSTROEM)
C: 1.5846 -0.8801 1.1858
C: 1.7506 0.3424 0.2050
N: 0.4730 1.0345 -0.1845
F: -0.2492 0.0650 -0.8411
H: 0.7134 -0.7598 1.7222
H: 1.5395 -1.8162 0.5747
H: 2.4640 -1.1062 1.7684
H: 2.2465 1.0923 0.7814
H: 2.4097 -0.0385 -0.4800
H: 0.6629 1.6030 -1.0032
C: -3.3469 0.1059 -0.9658
O: -3.2427 1.0902 -0.2768
H: -3.3915 -0.9239 -0.4854
H: -3.6139 0.1914 -2.0007

Here are the Mulliken charges for atoms 1 to 6, given in e:
1. C -1.15
2. C -0.31
3. N -0.32
4. F -0.18
5. H 0.38
6. H 0.26

[6]
ORCA calculation (the ωB97M-V functional and the def2-TZVPD basis) on a cluster of 2 separate species, C3H8FNS in total.

Results
Highest occupied orbital energy = -0.360 hartree
Multiplicity = 1
E_LUMO = 0.660 eV
ΔE to the lowest compared entry with this formula, charge and spin = 176.9 kJ/mol
HOMO-LUMO gap = 10.45 eV

CARTESIAN COORDINATES (ANGSTROEM)
C: 1.3560 0.7190 0.3687
C: 0.5194 -1.1917 -0.7568
C: -0.9998 0.2978 0.3293
N: 0.2070 -0.1872 0.2399
F: -1.3971 1.5854 -1.0174
S: -2.2632 -0.9125 0.5798
H: 1.2380 1.7375 0.0027
H: 1.5685 1.0187 1.4155
H: 2.2863 0.1848 0.1718
H: 0.5128 -0.7626 -1.7294
H: 1.5818 -1.5781 -0.6088
H: -0.1997 -2.0234 -0.7026
H: -1.1784 1.1594 0.9740
H: -3.2314 -0.0471 0.7333

Here are the Mulliken charges for atoms 1 to 6, given in e:
1. C -1.00
2. C -0.97
3. C 0.23
4. N 0.08
5. F -0.60
6. S -0.19